Entry 1:
Molecular formula: C29H53BGaO2P2
Method: DFT, the ωB97M-V functional and the def2-TZVPD basis

Computed properties:
max |F|: 3.9 eV Å⁻¹
frontier orbital gap (alpha / beta): 3.98 / 2.77 eV
energy relative to the best compared isomer or geometry (same formula, charge and spin): 2.1014 eV
HOMO (alpha / beta): -8.79 / -8.88 eV
E_tot: -106647.0022 eV
net charge: +1

Positions of all 88 atoms, in Å:
H -0.580 1.154 -7.772
H 2.664 -2.242 -6.390
H -0.806 3.863 -5.893
H -0.185 0.136 4.113
H 3.935 2.869 3.604
C -2.636 -0.105 -3.577
C -0.776 0.817 -6.739
H -1.505 -1.901 -3.025
H 5.640 4.272 0.638
C -0.505 0.568 3.150
H -1.489 1.027 3.311
H -3.225 -0.582 -4.382
C -0.553 -0.460 2.089
C -2.193 -2.709 -0.379
H 1.943 -2.908 -0.044
Ga 3.945 1.975 -2.490
H -1.248 2.320 -3.744
H 1.988 2.447 2.841
C 4.299 0.012 -6.642
H -3.636 1.596 -0.638
C 1.999 1.396 -6.330
C 1.946 -1.419 -6.302
C 4.332 2.116 2.911
O 2.555 2.062 0.138
H 4.982 0.803 -6.301
H 0.531 -3.434 -0.984
C 2.952 3.155 0.984
H 3.960 0.220 -7.669
H -3.242 -2.435 -0.264
H 5.063 4.615 2.288
C 0.567 -1.176 1.583
C -1.316 -1.948 0.524
H -3.677 -1.225 2.233
H 2.584 -1.863 1.735
H 1.564 -1.168 -7.306
H -1.821 1.040 -6.468
H -3.671 -0.668 -1.731
H 0.229 0.971 -1.469
H -3.640 -0.334 0.706
H 0.681 -0.706 -3.726
H 0.922 3.417 1.801
C 0.080 -2.165 0.684
P 2.857 -0.017 -5.481
C -3.506 0.236 -2.344
H 1.861 1.209 -7.418
C 0.092 3.404 -6.332
H 2.202 4.202 2.736
O 4.840 1.711 0.581
C 0.892 -3.205 0.025
C 1.992 -0.961 1.943
H 5.348 1.875 3.257
C 1.963 3.300 2.136
H 6.337 3.417 2.042
H 0.211 1.369 2.908
H -3.130 0.464 2.208
H -1.918 -2.502 -1.413
H 1.997 4.515 -0.421
H 2.422 -0.140 1.343
C -2.985 1.378 -1.500
H 0.964 4.028 -6.091
H -0.351 3.207 -2.549
H 2.604 2.313 -6.168
P 0.323 1.745 -5.561
H -4.523 0.453 -2.721
H 3.723 1.203 2.974
H -1.888 3.117 -0.975
H -2.103 -3.794 -0.257
H 1.122 -1.792 -5.682
C -0.864 2.243 -2.714
H 3.754 4.495 -0.635
H -0.015 3.303 -7.423
H 0.862 -4.145 0.591
B 3.851 1.895 -0.391
C 2.955 4.457 0.132
H -0.638 -0.272 -6.661
H -2.310 0.843 -3.994
C 5.417 3.828 1.609
C -3.105 -0.482 1.655
H 1.221 1.417 -2.864
C -1.932 2.202 -1.644
C -0.174 -0.218 -3.235
C 4.395 2.712 1.503
C 0.191 1.086 -2.576
C -1.392 -0.824 -3.253
H 4.801 -0.961 -6.569
H 3.024 5.356 0.773
C -1.722 -0.940 1.432
H 2.129 -0.687 3.001

Entry 2:
Molecular formula: C29H53BO2P2Pr
Method: DFT, the ωB97M-V functional and the def2-TZVPD basis

Computed properties:
max |F|: 7.7 eV Å⁻¹
frontier orbital gap (alpha / beta): 3.74 / 3.54 eV
2S+1: 3
HOMO (alpha / beta): -8.96 / -8.78 eV
E_tot: -68336.9947 eV
net charge: +1

Positions of all 88 atoms, in Å:
H -3.835 -0.674 2.557
H 3.026 3.127 -0.845
B 1.467 -1.631 -1.562
C -1.327 2.995 -2.235
C 4.229 0.578 -1.198
C 2.777 -0.086 2.191
C -4.182 3.579 0.970
H -1.354 0.517 3.956
P -0.853 2.569 -0.530
C 3.457 -0.508 1.014
H 2.372 -1.989 3.083
H -5.519 2.241 2.017
H -0.938 2.221 -2.895
C -3.579 1.465 2.327
O 1.475 -2.957 -1.215
H -3.256 1.434 -1.657
H 4.159 -2.417 -2.508
H 5.006 -1.818 0.284
O 1.656 -1.372 -2.904
C -4.988 1.043 -0.388
C -4.495 2.611 2.162
C 4.003 -1.873 0.744
H 3.611 0.039 -1.937
H 1.534 -0.631 3.860
H -3.627 4.485 1.303
C 3.555 0.596 0.132
H 0.463 -4.997 -3.695
H -5.870 -0.136 1.173
C -3.770 1.788 -0.751
H -1.921 -2.767 0.564
H 3.999 -1.659 -4.121
H 0.580 -2.833 -4.947
H -2.602 -0.731 4.250
C -1.606 1.167 0.108
C 2.969 1.722 0.769
H 2.115 -3.706 -5.274
H -4.638 -1.026 0.294
H 1.526 3.104 2.699
H 2.751 -5.486 -2.994
P -1.671 -0.854 2.007
C -3.449 2.999 -0.189
H 3.852 3.687 0.627
C -3.883 0.206 1.878
H -2.717 1.631 2.985
H -0.818 -1.145 4.254
H -2.879 3.791 -0.683
C 2.981 3.117 0.253
H -0.443 -3.569 -3.077
C -2.531 -2.275 1.335
H 2.079 3.672 0.548
H -5.763 1.768 -0.089
H 3.335 -2.433 0.069
H -2.215 1.406 0.996
H -3.441 -1.929 0.829
C 1.674 -2.768 -4.874
H -0.814 3.924 -2.447
H 4.097 -3.428 -3.988
H 4.374 1.605 -1.580
C 2.627 -4.832 -2.120
C 3.699 -2.523 -3.504
H 1.131 1.675 3.667
C 1.934 2.173 3.105
H -2.389 3.122 -2.474
H -5.166 3.951 0.590
H 0.138 3.830 1.292
H 2.176 -5.423 -1.314
C -4.844 -0.031 0.740
C 2.496 1.301 2.048
H 4.070 -2.443 1.679
H -2.019 0.438 -0.619
H -4.454 3.242 3.061
C -0.889 3.823 0.861
H -0.023 -4.938 -1.990
Pr 0.376 0.189 0.494
H 2.700 2.461 3.841
H -2.796 -2.995 2.114
H 5.220 0.086 -1.147
H 3.612 -4.461 -1.803
H -1.117 4.805 0.395
C 0.326 -4.325 -2.834
H -1.626 3.583 1.661
C -1.619 -0.540 3.792
H -5.330 0.485 -1.279
C 1.671 -3.694 -2.435
H 2.047 -1.940 -5.516
C 2.166 -2.602 -3.447
H 3.271 -0.872 4.123
C 2.469 -0.930 3.362

Entry 3:
Molecular formula: C29H53N4P3RuS2
Method: DFT, the ωB97M-V functional and the def2-TZVPD basis

Computed properties:
max |F|: 1.3 eV Å⁻¹
frontier orbital gap (alpha / beta): 7.24 / 6.33 eV
2S+1: 2
energy relative to the best compared isomer or geometry (same formula, charge and spin): 0.7712 eV
HOMO (alpha / beta): -10.08 / -9.77 eV
E_tot: -89009.4191 eV
net charge: +1

Positions of all 92 atoms, in Å:
H 0.857 3.487 2.768
H 0.905 -1.188 -4.311
H 5.036 -1.301 -4.195
H 1.667 -2.346 -2.623
C 2.266 0.536 -4.255
H 3.191 -1.150 -5.333
H -2.304 -3.754 0.996
H 5.895 0.845 -3.366
H 0.349 3.868 -0.016
S -0.997 -1.102 1.320
C 4.953 1.241 -0.838
Ru 0.416 0.279 -0.019
C 3.661 -1.472 -2.467
H -3.519 4.503 -5.812
C 2.191 1.825 2.328
H 4.243 1.231 -0.012
H 2.707 2.767 -1.150
H 5.302 -2.679 -3.137
C 5.296 1.747 -3.228
C -0.580 3.604 0.489
C 1.273 -0.627 3.370
H 2.884 -1.790 -0.462
C -2.184 1.003 -1.563
C -1.830 -3.498 -2.353
H -2.123 2.787 2.811
H 4.049 -0.326 2.943
C -1.204 2.984 -3.127
H 2.667 0.194 -6.331
H 4.225 3.614 -1.485
H 0.443 1.998 3.588
H 2.657 2.354 1.493
H 4.306 -0.325 1.191
H 0.658 2.426 -2.168
H 5.975 2.541 -2.901
H 4.905 2.044 -4.193
H -4.109 1.478 -2.379
P 2.906 0.259 -2.483
H -0.804 4.364 1.238
H 4.146 0.335 -5.391
H 0.242 0.235 -3.503
H -0.794 -1.841 -3.246
H -0.755 3.790 -3.693
C 3.817 -1.920 -1.009
H 4.616 -1.398 -0.492
N -0.873 1.265 -1.513
H 0.394 0.195 -5.271
H 1.218 -1.710 3.281
N 1.770 0.339 -1.417
N -0.867 -1.644 -1.197
C 0.868 -0.101 -4.330
H 4.075 -2.983 -1.006
C 3.132 -0.062 -5.374
C -3.053 1.705 -2.373
C 2.059 2.028 -4.586
C 0.815 2.404 2.647
C -0.401 2.243 -2.271
H -2.008 1.008 2.855
C 3.499 2.902 -1.890
H 5.807 -1.078 -2.623
H 5.681 2.032 -0.641
H 3.073 3.349 -2.790
H 1.936 -0.362 4.197
C 4.222 1.568 -2.147
P 1.966 0.074 1.835
C -1.980 1.885 2.213
H -2.783 -4.985 -1.122
H 2.554 -2.359 -4.165
N -2.931 3.990 -5.176
H 2.859 1.900 3.189
C 5.025 -1.621 -3.156
C -2.560 2.718 -3.184
H 3.561 -1.722 1.967
C -1.984 -3.371 0.036
P -0.404 1.995 1.323
H 5.496 0.300 -0.869
H 1.441 2.542 -3.852
H -1.389 3.588 -0.238
C 3.636 -0.635 1.982
C 2.651 -2.455 -3.084
H 0.270 -0.267 3.586
H 1.533 2.080 -5.544
H -2.058 3.630 -5.524
S -5.032 3.813 -3.624
H -2.533 0.207 -0.920
H -2.796 1.800 1.494
H 3.003 -3.470 -2.884
H -2.038 -3.990 -3.294
H 2.982 2.584 -4.704
C -3.485 3.512 -4.055
C -2.247 -4.044 -1.141
C -1.302 -2.158 -0.041
C -1.141 -2.303 -2.329

Entry 4:
Molecular formula: C29H54CeN6O4PS2
Method: DFT, the ωB97M-V functional and the def2-TZVPD basis

Computed properties:
max |F|: 4.3 eV Å⁻¹
frontier orbital gap (alpha / beta): 7.77 / 8.08 eV
2S+1: 2
energy relative to the best compared isomer or geometry (same formula, charge and spin): 1.3217 eV
HOMO (alpha / beta): -7.54 / -7.84 eV
E_tot: -91971.5864 eV

Positions of all 97 atoms, in Å:
H -3.466 -0.338 -1.783
H -1.346 -2.987 0.523
C -0.411 -2.605 0.093
H -3.346 0.366 4.067
H -0.677 -0.871 -5.216
C 2.406 -1.128 -3.793
O 3.294 3.376 -1.192
C 2.421 -2.647 -1.842
H -5.145 -0.826 -2.068
H 4.006 -3.079 -0.447
O 3.189 0.940 -0.732
C 1.557 0.055 -4.236
N 2.468 -1.258 -2.321
C 2.761 -1.790 0.649
Ce 0.849 0.700 -1.164
H 3.407 -1.022 -4.217
H -5.650 1.209 1.275
C -2.888 -0.601 3.847
H 2.000 -2.049 -4.203
C 4.204 2.498 1.024
H -2.425 -2.194 -2.165
H -5.565 -2.231 2.330
H 6.951 4.271 1.864
N -0.652 -1.775 -1.092
H -0.117 1.023 -3.684
C 5.122 1.714 3.097
C 0.738 3.532 0.058
P -3.157 -0.569 1.080
S -2.961 2.061 -3.271
H 0.185 -2.717 -3.646
H 3.358 0.903 2.202
C 2.932 -2.880 -0.414
H -0.101 3.607 0.741
C -0.787 -0.832 -4.126
H -1.274 -1.029 -0.797
H -4.929 2.798 1.521
H 1.450 0.030 -5.324
H -1.338 -3.550 -1.972
C 0.184 3.519 -1.386
H 7.868 1.865 4.044
H 2.074 0.979 -3.979
C 4.157 1.630 2.113
H 1.617 -0.249 1.224
O 0.739 2.590 -2.176
H -1.751 -0.363 -3.929
C 0.303 -1.808 1.173
C -4.319 -2.638 -0.275
C 6.146 2.662 3.017
C -1.365 -2.477 -2.179
H -1.438 -2.842 -4.261
H 3.525 -1.031 0.503
H -4.147 -3.212 0.641
H 5.227 4.123 0.078
C -4.498 -1.136 -0.022
H -0.406 -1.075 1.567
H -5.660 -0.587 2.955
H -4.862 1.600 2.808
H -3.459 -2.810 -0.934
S 2.999 2.339 -0.247
N 1.564 2.328 0.402
N 0.240 0.075 -3.578
H 2.947 -2.246 1.628
O -0.670 4.306 -1.680
H -2.942 -1.202 4.757
H 7.821 3.628 3.981
C -4.473 -0.357 -1.341
C -0.803 -2.261 -3.583
H 0.582 -2.478 1.993
H -2.208 1.848 2.883
H 2.995 -3.297 -2.510
H 1.313 4.455 0.140
C -4.800 1.730 1.724
N -1.521 0.980 -1.125
H -3.415 1.516 0.114
C 6.166 3.525 1.931
H -3.154 -2.308 2.625
H 0.186 -3.474 -0.201
N 1.478 -1.082 0.658
C -2.267 1.966 1.799
C 5.204 3.452 0.925
H -5.203 -3.058 -0.763
C -2.120 1.490 -2.007
H 2.476 -3.811 -0.068
H -5.210 -1.907 4.026
H -4.790 0.681 -1.228
H -1.409 1.532 1.322
C 7.205 2.734 4.090
C -3.610 -1.318 2.702
C -5.094 -1.517 3.010
H 1.385 -2.971 -1.910
H 6.762 2.749 5.088
H -5.463 -0.978 0.468
H -1.830 -0.422 3.628
C -3.458 1.251 1.173
H -2.287 3.038 1.577
H 5.084 1.040 3.947
H 3.322 -0.821 -1.995

Entry 5:
Molecular formula: C29H54ClOPTm
Method: DFT, the ωB97M-V functional and the def2-TZVPD basis

Computed properties:
max |F|: 3.7 eV Å⁻¹
frontier orbital gap (alpha / beta): 3.17 / 3.19 eV
2S+1: 3
HOMO (alpha / beta): -0.63 / -0.65 eV
E_tot: -84336.8201 eV
net charge: -1

Positions of all 87 atoms, in Å:
H -2.391 3.081 1.356
H -3.110 2.310 2.772
H -4.853 3.005 1.084
C -1.814 -1.161 -5.037
H 0.229 -4.384 1.608
C -2.497 -4.050 0.948
H 4.993 2.813 -0.329
H 3.661 3.110 -2.657
H -0.829 0.746 -5.370
H -2.935 -2.453 -0.459
C -4.031 1.833 -0.549
C 4.462 0.287 0.429
H -2.370 -3.682 3.067
C 1.311 1.779 -0.986
C 5.246 0.710 -0.771
H 0.729 1.923 4.929
C -2.055 0.952 1.457
H 5.235 -1.682 0.648
H 1.868 -0.499 3.175
H 0.209 -1.353 -2.531
C -1.829 0.753 -0.046
H 3.156 2.911 2.280
C -0.749 -0.114 -4.697
C -0.271 -2.291 1.776
H 3.955 -1.165 1.905
H 3.339 1.388 -2.449
H -1.326 1.662 -0.421
C -0.859 0.357 -3.239
H -3.029 0.406 -1.833
H 1.665 3.796 2.681
H 0.345 2.021 -1.400
H -3.532 2.703 -0.998
H -4.857 1.265 1.360
C -2.409 -2.585 0.494
C 0.332 1.739 3.920
H -1.810 -2.724 -1.935
H 2.682 3.110 3.979
H 2.793 2.876 0.052
H -0.077 1.094 -3.032
C 4.945 2.156 -1.206
H 3.335 0.527 2.831
C -1.766 -2.341 -4.060
H -2.011 -4.690 0.197
C -0.939 -2.182 0.396
H -1.846 -5.298 2.602
H -0.819 -2.885 -4.188
H -0.237 0.801 3.962
H -2.536 0.056 1.880
C 2.366 0.474 3.339
C -3.160 0.589 -0.762
H 5.735 2.483 -1.895
H 0.088 -3.823 3.274
P -0.680 -0.591 -0.492
H -2.921 -1.952 1.231
C -1.867 -1.864 -2.610
H 4.993 0.035 -1.607
C -4.266 2.091 0.942
C 2.403 2.685 -0.960
H 2.613 0.557 4.406
H -4.986 1.707 -1.073
H -1.100 1.070 1.985
C -0.362 -3.746 2.278
H -2.847 -1.388 -2.456
C -1.811 -4.244 2.306
H -1.825 0.861 -3.094
C 3.586 2.310 -1.910
H 3.768 1.052 0.835
C 1.477 1.647 2.905
H 6.326 0.596 -0.578
C 2.296 2.946 2.961
H 1.968 3.627 -1.311
H 0.248 -0.553 -4.848
C 4.555 -0.916 1.028
H 0.789 -1.973 1.748
C -2.933 2.187 1.697
Cl 2.779 -1.303 -1.577
H -2.808 -0.693 -4.988
Tm 1.708 0.051 0.148
O 0.960 1.482 1.612
C -0.759 -0.868 -2.311
H -3.547 -4.358 1.001
H -2.574 -3.050 -4.273
H -0.427 -2.887 -0.282
H -1.681 -1.515 -6.066
H -0.338 2.564 3.661
H -3.678 -0.288 -0.345
H -0.787 -1.627 2.486